(1)
{"formula": "C31H54ClIrNO3P2SSi2", "method": "ωB97M-V/def2-TZVPD", "e_tot_ev": -101181.7056, "fmax_ev_per_a": 3.412, "e_above_lowest_kcal_mol": 0.0, "s2": 8.78, "spin_multiplicity": 6, "homo_ev": [-4.2, -8.2], "elements": ["Ir", "C", "C", "C", "Si", "C", "C", "Si", "H", "H", "H", "Cl", "C", "C", "C", "C", "H", "H", "H", "H", "H", "H", "H", "H", "H", "H", "H", "H", "C", "C", "P", "H", "H", "P", "H", "H", "C", "C", "C", "C", "C", "H", "C", "H", "H", "H", "H", "H", "H", "H", "C", "C", "H", "H", "H", "H", "H", "H", "H", "C", "C", "H", "H", "H", "H", "H", "H", "C", "C", "H", "H", "H", "H", "H", "H", "H", "C", "H", "H", "H", "O", "S", "O", "N", "C", "O", "C", "C", "C", "C", "C", "C", "H", "H", "H", "H"], "positions_angstrom": [[-1.048, 0.576, -0.706], [2.032, -0.116, -1.893], [1.190, -1.241, -1.827], [-0.154, -0.811, -2.189], [1.856, -2.932, -1.381], [-0.073, 0.633, -2.480], [1.322, 1.041, -2.207], [1.997, 2.752, -1.997], [3.109, -0.132, -1.732], [-0.931, -1.466, -2.592], [-0.715, 1.128, -3.197], [-2.586, 0.180, 0.846], [3.791, 2.655, -1.480], [1.840, 3.832, -3.521], [3.634, -2.719, -0.836], [1.678, -4.064, -2.860], [2.585, 3.503, -4.260], [2.052, 4.880, -3.263], [0.846, 3.769, -3.983], [3.905, 2.167, -0.502], [4.206, 3.669, -1.423], [4.362, 2.083, -2.222], [2.482, -3.811, -3.566], [0.713, -3.922, -3.365], [1.781, -5.123, -2.589], [4.222, -2.309, -1.668], [4.061, -3.687, -0.547], [3.706, -2.029, 0.017], [0.939, 3.377, -0.566], [0.904, -3.650, 0.077], [-0.832, 2.902, -0.541], [1.060, 4.471, -0.519], [1.414, 2.956, 0.342], [-0.852, -3.178, 0.131], [1.389, -3.264, 0.994], [1.012, -4.750, 0.073], [-1.454, -3.975, 1.709], [-1.671, -4.246, -1.173], [-1.716, 3.766, -1.951], [-1.481, 3.746, 0.984], [-1.277, 2.905, 2.239], [-2.563, 3.832, 0.799], [-0.900, 5.136, 1.229], [0.168, 5.083, 1.473], [-1.411, 5.569, 2.096], [-1.033, 5.829, 0.395], [-1.696, 1.901, 2.097], [-1.803, 3.371, 3.084], [-0.214, 2.812, 2.499], [-1.407, 3.170, -2.828], [-1.258, 5.214, -2.177], [-3.246, 3.684, -1.825], [-0.175, 5.367, -2.095], [-1.765, 5.912, -1.496], [-1.542, 5.504, -3.200], [-3.631, 2.779, -2.301], [-3.698, 4.550, -2.326], [-3.594, 3.679, -0.786], [-1.173, -3.946, -2.111], [-3.155, -3.849, -1.244], [-1.471, -5.750, -0.978], [-0.414, -6.046, -0.929], [-1.911, -6.262, -1.846], [-1.990, -6.118, -0.082], [-3.276, -2.890, -1.762], [-3.603, -3.744, -0.246], [-3.719, -4.612, -1.795], [-1.646, -2.851, 2.734], [-0.584, -5.094, 2.275], [-2.447, -4.382, 1.452], [0.435, -4.750, 2.484], [-0.534, -5.964, 1.613], [-1.026, -5.428, 3.222], [-0.684, -2.518, 3.146], [-2.270, -3.207, 3.566], [-2.133, -1.978, 2.278], [-2.800, 0.420, -1.942], [-2.672, 0.903, -2.920], [-2.896, -0.669, -2.046], [-3.663, 0.816, -1.401], [4.011, 1.832, 2.205], [3.447, 0.507, 2.291], [4.330, -0.631, 2.393], [2.349, 0.286, 1.070], [1.130, 0.030, 1.533], [0.149, -0.418, 0.839], [0.979, 0.208, 2.984], [-0.196, 0.116, 3.733], [-0.112, 0.244, 5.114], [1.142, 0.458, 5.717], [2.319, 0.529, 4.951], [2.209, 0.426, 3.568], [-1.131, -0.039, 3.198], [-1.012, 0.171, 5.723], [1.190, 0.585, 6.798], [3.300, 0.655, 5.399]], "mulliken_spin": [2.00, -0.08, 0.23, 0.38, -0.02, 0.07, 0.47, 0.03, -0.01, 0.01, 0.03, 0.33, 0.01, 0.01, 0.02, 0.01, 0.00, 0.00, 0.00, 0.00, 0.00, 0.00, 0.00, 0.00, 0.00, 0.00, 0.00, -0.01, 0.07, 0.13, 0.16, -0.01, -0.02, 0.36, -0.01, 0.02, 0.09, 0.11, 0.03, 0.00, 0.02, 0.00, 0.02, 0.00, 0.00, 0.00, -0.01, 0.00, 0.00, 0.00, 0.01, -0.02, 0.00, 0.00, 0.00, 0.00, 0.00, 0.00, 0.00, 0.04, 0.04, 0.00, 0.00, 0.00, 0.02, 0.00, 0.00, 0.01, 0.02, 0.00, 0.00, 0.00, 0.00, -0.01, 0.00, 0.00, 0.42, -0.01, 0.00, -0.01, 0.00, 0.00, 0.01, 0.08, -0.01, -0.08, 0.03, -0.03, 0.00, 0.01, 0.00, 0.01, 0.02, 0.00, 0.00, 0.00]}

---

(2)
{"formula": "C6H14BF2GeN3O2RhS", "method": "ωB97M-V/def2-TZVPD", "e_tot_ev": -91490.7300, "fmax_ev_per_a": 2.219, "total_charge": -1, "e_above_lowest_kcal_mol": 6.4, "homo_ev": -5.1, "elements": ["Rh", "N", "N", "C", "O", "O", "H", "H", "H", "F", "B", "F", "C", "Ge", "C", "C", "C", "H", "H", "H", "H", "H", "H", "H", "H", "H", "H", "H", "S", "C", "N"], "positions_angstrom": [[-0.268, -1.401, 0.133], [-0.635, -2.620, 1.957], [0.587, -2.579, 2.647], [1.747, -2.149, 1.984], [2.827, -2.398, 2.495], [1.563, -1.444, 0.909], [-1.375, -2.205, 2.511], [-0.877, -3.564, 1.682], [0.732, -3.232, 3.398], [0.001, -4.206, -0.371], [-0.075, -2.962, -0.916], [0.003, -2.998, -2.258], [-1.641, 2.323, -1.304], [0.218, 1.713, -1.110], [0.915, 2.218, 0.656], [1.242, 2.696, -2.489], [0.421, -0.209, -1.392], [-1.755, 3.321, -0.877], [-2.333, 1.655, -0.796], [-1.910, 2.365, -2.361], [0.558, 3.206, 0.950], [2.006, 2.222, 0.647], [0.593, 1.502, 1.413], [1.172, 3.772, -2.313], [0.845, 2.484, -3.483], [2.296, 2.415, -2.474], [1.484, -0.454, -1.474], [-0.075, -0.490, -2.325], [-3.401, 1.260, 2.476], [-2.686, 0.246, 1.424], [-2.182, -0.488, 0.662]], "nbo_charge": [0.59, -0.63, -0.52, 0.87, -0.68, -0.70, 0.39, 0.38, 0.38, -0.55, 1.16, -0.53, -1.09, 1.59, -1.09, -1.08, -1.07, 0.22, 0.25, 0.21, 0.22, 0.22, 0.23, 0.21, 0.22, 0.22, 0.21, 0.21, -0.31, 0.15, -0.69]}

---

(3)
{"formula": "C5H6F2", "method": "ωB97M-V/def2-TZVPD", "e_tot_ev": -10714.9604, "smiles": "CC1=C[C@H](F)[C@H]1F", "fmax_ev_per_a": 4.247, "e_above_lowest_kcal_mol": 21.5, "homo_ev": -10.0, "elements": ["C", "C", "C", "C", "F", "C", "F", "H", "H", "H", "H", "H", "H"], "positions_angstrom": [[-1.910, 0.190, 0.143], [-0.398, -0.140, -0.004], [0.426, -1.195, -0.255], [1.656, -0.307, -0.280], [2.796, -0.797, 0.291], [0.773, 0.739, 0.442], [0.796, 1.987, -0.131], [-2.452, -0.165, 0.977], [-2.516, -0.201, -0.752], [-2.049, 1.347, 0.152], [0.151, -2.168, -0.622], [1.805, -0.197, -1.392], [0.922, 0.906, 1.430]], "nbo_charge": [-0.66, 0.01, -0.21, 0.15, -0.35, 0.15, -0.36, 0.23, 0.23, 0.23, 0.22, 0.18, 0.18]}